{"formula": "C5H12O", "method": "wB97M-V/def2-TZVPD", "elements": ["C", "C", "C", "C", "O", "C", "H", "H", "H", "H", "H", "H", "H", "H", "H", "H", "H", "H"], "xyz": [[1.109677, 0.757147, 2.378887], [0.693546, 1.026766, 0.934599], [-0.286520, -0.010975, 0.389076], [-0.816298, 0.360318, -0.995432], [-1.548665, -0.690122, -1.593819], [-0.715588, -1.636485, -2.215003], [0.245150, 0.807597, 3.050830], [1.845028, 1.490717, 2.726483], [1.556664, -0.238562, 2.485471], [1.584817, 1.047137, 0.291778], [0.242654, 2.027053, 0.868487], [0.211910, -0.989719, 0.340891], [-1.139384, -0.129484, 1.070495], [-1.503138, 1.211491, -0.919818], [0.016461, 0.670648, -1.651257], [-1.325432, -2.505712, -2.476428], [0.095674, -1.967590, -1.549513], [-0.266556, -1.230226, -3.135727]], "forces_ev_per_angstrom": [[0.0, 0.0, 0.1], [0.0, 0.1, 0.0], [0.0, 0.0, 0.0], [0.1, 0.2, 0.1], [0.0, 0.0, 0.0], [0.1, -0.2, -0.1], [0.1, 0.0, -0.1], [-0.1, -0.1, -0.1], [-0.1, 0.1, 0.0], [-0.1, 0.0, 0.1], [0.1, -0.1, 0.0], [-0.1, 0.2, 0.0], [0.1, 0.0, -0.1], [0.1, -0.1, 0.0], [-0.1, -0.1, 0.1], [0.1, 0.2, 0.0], [-0.1, 0.0, -0.1], [-0.1, 0.0, 0.2]], "molar_mass_g_mol": 88.15, "e_above_lowest_kcal_mol": 16.7, "lumo_ha": 0.0417, "smiles": "CCCCOC", "homo_lumo_gap_ev": 10.82}

=====

{"formula": "C2H6N4", "method": "wB97M-V/def2-TZVPD", "elements": ["C", "C", "N", "N", "N", "N", "H", "H", "H", "H", "H", "H"], "xyz": [[-0.583518, -0.214120, 0.756662], [0.620686, 0.284811, -0.669864], [-0.710744, 0.088552, -0.711044], [0.777158, -0.037351, 0.675600], [-1.379800, -0.661050, 1.642392], [1.370261, 0.467080, -1.676177], [-1.545280, 0.463020, -1.113267], [1.426094, 0.202695, 1.403661], [-2.255078, -1.098469, 1.326964], [-1.061935, -0.655183, 2.675868], [1.065621, 0.327802, -2.624426], [2.276536, 0.832213, -1.686369]], "forces_ev_per_angstrom": [[0.1, -0.1, -2.8], [-0.1, 0.1, -0.9], [-0.7, -2.0, 4.5], [-0.7, 0.8, 0.1], [0.7, 0.2, 1.4], [0.0, 0.1, -0.5], [-0.2, 0.4, -1.0], [0.7, 0.0, 0.1], [-0.1, 0.4, 0.6], [-0.9, -0.4, -1.9], [-0.9, 0.0, -0.4], [2.1, 0.4, 0.7]], "molar_mass_g_mol": 86.10, "e_above_lowest_kcal_mol": 8.5, "total_charge": 2, "lumo_ha": -0.3692, "homo_lumo_gap_ev": 11.46}

=====

{"formula": "C42H41NO2P2S2Zr", "method": "wB97M-V/def2-TZVPD", "elements": ["Zr", "C", "C", "C", "C", "C", "C", "C", "C", "C", "H", "H", "H", "H", "H", "H", "H", "H", "H", "H", "H", "H", "H", "H", "H", "P", "P", "C", "C", "C", "C", "C", "C", "C", "C", "C", "C", "C", "C", "C", "C", "C", "C", "C", "C", "C", "C", "C", "C", "C", "C", "C", "C", "H", "H", "H", "H", "H", "H", "H", "H", "H", "H", "H", "H", "H", "H", "H", "H", "H", "H", "H", "H", "H", "H", "O", "S", "O", "N", "C", "S", "C", "C", "C", "C", "C", "C", "H", "H", "H", "H"], "xyz": [[1.709442, -0.709394, -2.371487], [-2.880076, 0.344810, -0.347695], [-3.284024, 0.399189, -1.622349], [-3.768136, 1.562305, -2.450473], [-2.677989, 2.284714, -3.274147], [-1.628704, 3.021421, -2.491728], [-1.429188, 3.010337, -1.164892], [-2.442129, 2.858286, -0.067114], [-2.677575, 1.474526, 0.607584], [3.684188, -1.233439, -1.707282], [-2.669091, -0.639672, 0.091751], [-3.332282, -0.554443, -2.181965], [-4.425199, 2.269269, -1.912302], [-4.415447, 1.099715, -3.210635], [-2.190488, 1.558031, -3.948214], [-3.179123, 2.986373, -3.972762], [-0.992241, 3.665806, -3.144662], [-0.411651, 3.206606, -0.794168], [-3.437862, 3.146648, -0.451682], [-2.115532, 3.536119, 0.736071], [-1.894857, 1.250591, 1.344907], [-3.597317, 1.592751, 1.200538], [3.818624, -0.853302, -0.682780], [4.466081, -0.759933, -2.308241], [3.850613, -2.315273, -1.699678], [0.068335, -1.946996, -7.492191], [1.840250, 0.475114, -8.033910], [-0.726220, -0.413642, -8.061079], [0.078574, 0.610457, -8.453444], [-0.402084, -3.022499, -8.937095], [-1.441611, -2.729308, -9.831485], [-1.757628, -3.605574, -10.876414], [-1.029693, -4.783351, -11.059381], [0.041054, -5.061102, -10.199851], [0.363432, -4.185553, -9.159866], [-1.130137, -2.444472, -6.184469], [-0.884291, -1.899745, -4.909089], [-1.670191, -2.283388, -3.827999], [-2.746276, -3.155572, -4.023702], [-3.019192, -3.663205, -5.292837], [-2.211781, -3.315413, -6.382525], [2.497346, 0.850992, -9.761274], [2.199661, -0.032305, -10.814964], [2.634333, 0.233972, -12.120044], [3.378345, 1.391304, -12.391961], [3.704314, 2.258927, -11.347986], [3.277033, 1.984367, -10.039881], [2.092107, 2.073979, -7.175468], [3.318818, 2.226109, -6.494340], [3.581599, 3.409406, -5.797656], [2.620628, 4.429230, -5.761645], [1.395101, 4.260770, -6.403601], [1.116764, 3.076670, -7.094713], [-1.821222, -0.365000, -8.074301], [-0.267349, 1.508267, -8.988342], [-2.017241, -1.813569, -9.725987], [-2.581235, -3.367796, -11.550163], [-1.288340, -5.476013, -11.864324], [0.626221, -5.971774, -10.347895], [1.210386, -4.401976, -8.507444], [-0.066491, -1.172022, -4.780050], [-1.415724, -1.923440, -2.822527], [-3.362943, -3.433304, -3.165150], [-3.859745, -4.343932, -5.436062], [-2.427596, -3.715153, -7.371972], [1.607383, -0.925159, -10.619365], [2.388671, -0.451622, -12.928774], [3.695811, 1.615019, -13.416246], [4.286151, 3.165809, -11.545044], [3.531224, 2.673155, -9.234831], [4.054356, 1.419769, -6.517930], [4.539506, 3.533602, -5.292385], [2.832516, 5.359587, -5.228039], [0.639575, 5.047982, -6.381744], [0.145759, 2.942049, -7.563825], [0.688599, 1.886627, 0.629702], [1.574626, 0.783638, 0.896280], [2.998680, 0.998598, 1.034308], [1.298275, -0.348277, -0.347885], [0.703734, -1.538075, 0.072244], [0.633995, -2.668969, -1.221291], [0.405071, -1.513815, 1.476293], [-0.276166, -2.433487, 2.322853], [-0.521876, -2.095812, 3.663519], [-0.019449, -0.892886, 4.195464], [0.720254, -0.014035, 3.403828], [0.883975, -0.335561, 2.057926], [-0.576152, -3.386293, 1.925751], [-1.093558, -2.767457, 4.310356], [-0.223751, -0.639325, 5.242354], [1.180341, 0.893533, 3.801386]], "forces_ev_per_angstrom": [[-0.2, -0.7, 1.7], [0.3, -0.4, -0.2], [0.1, -0.6, 0.0], [-0.4, -0.1, -0.7], [-1.0, 0.8, 0.1], [0.4, 0.1, -0.6], [0.9, 0.0, 0.0], [-0.7, -0.8, 0.3], [-0.3, 0.7, 0.0], [-0.1, 0.2, 0.0], [-0.1, 0.1, -0.3], [0.0, 0.5, 0.5], [0.5, -0.3, -0.1], [0.0, 0.2, 0.2], [0.0, 0.1, 0.3], [0.1, -0.3, 0.3], [0.2, -1.1, 0.6], [-0.7, 0.8, -0.4], [0.7, 0.3, 0.4], [-0.4, 0.0, -0.3], [0.0, -0.1, -0.3], [0.2, -0.1, 0.0], [0.0, -0.1, -0.2], [0.0, 0.1, -0.3], [0.0, 0.0, -0.1], [-0.5, -0.7, -0.6], [0.7, 0.5, -1.4], [0.6, 1.4, 0.0], [-0.9, -1.0, 0.5], [0.3, -0.3, 0.0], [0.0, -0.3, -0.1], [0.1, 0.0, 0.1], [0.2, 0.2, 0.3], [-0.1, 0.0, -0.1], [-0.4, 0.2, 0.0], [0.0, 0.2, -0.2], [-0.5, -0.8, 0.0], [0.0, 0.1, 0.1], [0.1, 0.0, 0.3], [0.1, 0.1, 0.0], [0.2, 0.3, 0.7], [0.3, 0.2, 0.0], [0.1, 0.2, 0.0], [0.1, 0.3, 0.4], [-0.1, -0.1, 0.2], [-0.1, -0.1, 0.2], [-0.1, -0.1, -0.2], [0.0, -0.1, 0.3], [-0.5, 0.4, 0.1], [-0.2, -0.1, -0.1], [0.2, 0.0, 0.0], [-0.1, -0.2, -0.1], [0.5, 0.2, 0.2], [0.3, 0.1, -0.4], [-0.1, -0.5, 0.3], [0.1, -0.2, 0.0], [0.2, 0.0, 0.2], [0.1, 0.3, 0.3], [-0.2, 0.3, 0.1], [-0.2, 0.0, -0.1], [0.0, 0.0, -0.1], [-0.5, 0.0, -0.4], [0.2, 0.0, -0.3], [0.2, 0.2, 0.1], [0.2, 0.1, 0.2], [0.1, 0.1, -0.1], [0.0, 0.1, 0.2], [-0.1, -0.1, 0.5], [-0.2, -0.4, 0.1], [0.0, -0.1, -0.2], [-0.1, 0.2, -0.1], [-0.2, 0.0, -0.1], [-0.1, -0.3, -0.2], [0.3, -0.2, 0.1], [0.2, 0.1, 0.1], [0.9, -1.0, 0.5], [0.5, 1.4, -0.1], [-1.6, -0.6, -0.2], [-0.8, -1.3, -1.0], [1.4, 2.1, -0.9], [-0.2, 0.0, 0.1], [-0.5, -0.5, 1.1], [0.3, 0.6, 0.0], [0.3, 0.2, -0.5], [-0.3, -0.3, 0.1], [0.3, 0.0, -0.7], [-0.2, 0.6, 1.3], [-0.3, -0.2, -0.1], [0.3, 0.2, -0.3], [0.2, -0.1, -0.5], [-0.3, -0.2, 0.0]], "molar_mass_g_mol": 809.10, "total_charge": 2, "lumo_ha": [-0.3331, -0.3326], "homo_lumo_gap_ev": [2.51, 2.53]}